This record from OMol25 describes a 2-piece molecular cluster, C3H3FI2O overall at a distorted geometry. The level of theory is ωB97M-V with the def2-TZVPD basis set.

Properties
spin multiplicity	1
orbital gap	7.60	eV
relative energy (zero: lowest compared OMol25 entry of this formula, charge and spin)	103.9	kcal per mole
calculated total energy	-886.3823	Eh

XYZ file:
```
10
C3H3FI2O (ωB97M-V with the def2-TZVPD basis set)
I -2.87 0.48 -1.44
C -3.68 -0.59 1.91
F -4.45 -1.15 1.06
H -0.38 1.89 -0.85
C -1.86 -0.15 0.22
H 0.87 1.64 0.47
I -3.03 -1.92 3.31
O -0.78 0.36 0.54
H -0.76 2.42 0.83
C -0.22 1.65 0.22
```